{
  "formula": "C5H13NO2",
  "method": "ωB97M-V/def2-TZVPD",
  "relative_energy_kj_mol": 410.6,
  "charge": 0,
  "homo_ev": -9.2431,
  "largest_force_ev_per_a": 7.51,
  "species": ["C", "C", "C", "C", "N", "C", "O", "H", "H", "H", "H", "H", "H", "H", "H", "H", "H", "H", "O", "H", "H"],
  "xyz": [[2.08, -0.74, -0.67], [1.76, -0.53, 0.90], [0.15, -0.92, 1.04], [-0.67, 0.06, 0.29], [-0.65, 1.40, 0.97], [-2.17, -0.08, 0.09], [-2.74, -1.19, 0.30], [1.43, -1.29, -1.11], [1.97, 0.26, -1.09], [3.04, -1.28, -0.83], [1.92, 0.57, 1.25], [2.33, -1.19, 1.40], [0.15, -1.98, 0.77], [-0.01, -0.85, 2.12], [-0.25, 0.27, -0.89], [-0.88, 1.22, 1.91], [0.28, 1.74, 0.75], [-2.63, 0.86, -0.26], [-1.87, 0.85, -2.13], [-1.03, 1.15, -2.66], [-2.20, 1.68, -2.16]]
}